Here is C34H53CoN4OP2 as an isolated structure from OMol25. Energies are from the ωB97M-V functional and the def2-TZVPD basis.

Results
Calculated total energy: -3686.79874 a.u.
Multiplicity: 4
M: 654.71 g/mol
Orbital gap (spin up / spin down): 6.4 / 6.8 eV
ΔE to the lowest compared entry with this formula, charge and spin: 79.70 kJ/mol
Lowest unoccupied orbital energy (spin up / spin down): -0.0735 / -0.1458 hartree
Total charge: +1

Each line ends with the Löwdin spin population.
Positions of all 95 atoms, in Å:
1 C 2.066 2.391 0.002  0.0018
2 C 1.713 1.803 -2.276  0.0248
3 C 2.907 3.430 -0.399  0.1539
4 C 2.741 2.690 -2.687  0.1272
5 C 3.294 3.540 -1.750  -0.0099
6 H 3.237 4.127 0.371  0.0081
7 H 2.977 2.707 -3.745  0.0050
8 H 4.020 4.301 -2.042  -0.0036
9 N 1.547 1.568 -0.920  0.1299
10 P 1.364 0.428 1.886  0.0715
11 P -0.632 0.316 -2.494  0.0873
12 C 1.822 2.173 1.498  -0.0045
13 H 2.727 2.466 2.058  -0.0007
14 H 1.016 2.836 1.857  -0.0015
15 C -0.659 -0.939 0.424  -0.0147
16 O -1.485 -1.607 0.920  -0.0320
17 C 0.799 1.218 -3.164  0.4334
18 H 0.995 1.369 -4.227  0.0164
19 C -0.901 -1.439 -3.294  0.0136
20 C -1.811 1.588 -3.276  0.0451
21 C 3.043 -0.364 2.332  0.0144
22 C 0.364 0.644 3.478  0.0126
23 C -0.917 -2.512 -2.195  0.0027
24 H -1.693 -2.321 -1.443  0.0003
25 H -1.135 -3.487 -2.663  0.0008
26 H 0.059 -2.605 -1.703  0.0005
27 C -2.266 -1.527 -3.989  0.0005
28 H -3.075 -1.366 -3.263  0.0001
29 H -2.378 -0.830 -4.829  0.0000
30 H -2.390 -2.551 -4.376  0.0003
31 C 0.242 -1.776 -4.259  0.0070
32 H 0.071 -2.790 -4.668  0.0004
33 H 0.287 -1.094 -5.115  0.0006
34 H 1.221 -1.775 -3.756  0.0027
35 C -3.270 1.261 -2.968  0.0055
36 H -3.416 1.002 -1.916  0.0006
37 H -3.845 2.173 -3.185  0.0015
38 H -3.660 0.460 -3.600  0.0001
39 C -1.504 2.957 -2.636  0.0109
40 H -1.579 2.902 -1.543  0.0001
41 H -0.499 3.317 -2.890  0.0047
42 H -2.244 3.683 -3.011  0.0001
43 C -1.591 1.679 -4.811  0.0092
44 H -1.171 0.770 -5.263  0.0005
45 H -2.559 1.884 -5.299  0.0014
46 H -0.924 2.520 -5.043  0.0015
47 C 0.059 -0.738 4.077  0.0008
48 H -0.634 -0.588 4.918  -0.0001
49 H -0.424 -1.403 3.347  0.0003
50 H 0.953 -1.232 4.474  0.0000
51 C -0.959 1.327 3.123  -0.0006
52 H -0.819 2.312 2.662  -0.0001
53 H -1.573 0.723 2.451  -0.0002
54 H -1.530 1.478 4.051  0.0000
55 C 1.046 1.530 4.530  0.0051
56 H 0.282 1.793 5.274  0.0013
57 H 1.842 1.016 5.073  0.0001
58 H 1.437 2.464 4.106  0.0003
59 C 4.040 -0.030 1.218  0.0001
60 H 5.005 -0.503 1.452  0.0000
61 H 3.715 -0.418 0.243  0.0001
62 H 4.204 1.054 1.128  0.0004
63 C 2.870 -1.881 2.491  0.0016
64 H 2.433 -2.352 1.609  0.0002
65 H 3.867 -2.323 2.656  0.0000
66 H 2.224 -2.138 3.341  0.0001
67 C 3.617 0.134 3.664  0.0051
68 H 3.626 1.227 3.744  0.0003
69 H 3.086 -0.315 4.516  0.0001
70 H 4.657 -0.217 3.721  0.0014
71 Co 0.317 0.181 -0.352  1.7940
72 N 1.738 -2.281 -0.256  0.0153
73 C 2.599 -2.845 -0.861  0.0084
74 C 3.586 -3.052 -1.863  0.0012
75 C 4.314 -4.252 -1.933  0.0001
76 C 3.854 -1.979 -2.718  0.0004
77 C 5.291 -4.378 -2.930  0.0000
78 H 4.157 -5.048 -1.195  0.0000
79 C 4.811 -2.117 -3.721  0.0001
80 H 3.370 -1.006 -2.587  0.0003
81 C 5.546 -3.303 -3.800  0.0000
82 H 5.860 -5.305 -3.008  0.0000
83 H 4.986 -1.269 -4.400  0.0000
84 H 6.351 -3.385 -4.528  0.0000
85 C -5.106 2.131 0.086  0.0000
86 N -4.075 1.463 0.890  -0.0006
87 C -4.441 0.963 2.223  0.0002
88 C -2.866 1.320 0.433  0.0054
89 N -1.757 1.292 0.018  0.0284
90 H -6.037 2.123 0.653  0.0000
91 H -5.257 1.603 -0.864  0.0000
92 H -4.824 3.169 -0.138  0.0000
93 H -4.176 -0.102 2.313  0.0000
94 H -3.914 1.520 3.013  0.0000
95 H -5.520 1.087 2.348  0.0000

Forces on the atoms, in the same order (eV/Å):
C 0.49 -0.13 -0.31
C 0.39 0.05 0.76
C 0.11 0.34 -0.37
C -0.46 0.00 0.01
C 0.06 0.03 0.50
H 0.17 -0.12 -0.38
H 0.11 0.28 0.14
H -0.20 -0.25 0.06
N -0.02 1.04 0.02
P 0.64 0.17 0.56
P 0.04 -0.27 -0.80
C 0.32 0.17 -0.17
H -0.30 0.03 -0.28
H 0.19 -0.24 -0.31
C -4.66 -4.88 1.82
O 2.04 1.53 -0.59
C 0.97 -1.00 -0.40
H -0.09 -0.04 0.19
C 0.13 0.43 -0.35
C 0.00 -0.27 -0.10
C -0.43 0.16 0.50
C 0.34 0.00 -0.04
C 0.13 0.02 0.10
H 0.24 -0.09 -0.22
H 0.02 0.32 0.06
H -0.43 0.10 -0.05
C -0.01 -0.20 -0.15
H 0.24 -0.10 -0.27
H -0.04 -0.23 0.24
H 0.07 0.28 0.04
C -0.09 -0.19 -0.26
H 0.13 0.33 0.18
H 0.03 -0.01 0.11
H -0.27 0.03 -0.11
C -0.33 0.14 -0.17
H 0.02 -0.03 -0.29
H -0.09 -0.24 0.09
H 0.01 0.30 0.21
C 0.01 0.02 0.11
H -0.01 0.14 -0.34
H -0.26 -0.02 0.01
H 0.28 -0.15 0.10
C -0.23 0.22 0.00
H -0.15 0.29 0.15
H 0.35 -0.05 0.08
H -0.11 -0.25 -0.04
C -0.15 0.05 0.11
H 0.11 -0.13 -0.15
H 0.14 0.14 0.19
H -0.26 0.18 -0.08
C -0.27 -0.04 -0.08
H -0.05 -0.17 0.06
H 0.23 0.03 0.15
H 0.13 -0.03 -0.16
C -0.14 -0.02 0.38
H 0.16 0.08 -0.09
H -0.25 0.26 -0.19
H -0.07 -0.17 0.15
C -0.04 -0.14 -0.24
H -0.21 0.14 -0.04
H 0.00 0.14 0.16
H 0.05 -0.29 0.01
C 0.00 -0.30 -0.16
H 0.21 0.19 0.43
H -0.27 0.06 0.06
H 0.38 0.10 -0.21
C 0.33 -0.05 -0.03
H 0.03 -0.22 0.10
H 0.22 0.28 -0.30
H -0.14 0.11 0.05
Co 0.58 1.50 -0.08
N 3.26 -2.71 -2.29
C -3.66 3.27 1.83
C 0.85 -0.81 0.14
C 0.31 0.17 -0.49
C 0.21 0.28 -0.41
C -0.25 0.45 0.21
H -0.08 0.35 -0.46
C 0.06 -0.01 0.29
H -0.12 -0.49 0.01
C -0.11 -0.24 0.07
H -0.08 0.33 0.01
H 0.08 -0.57 0.36
H -0.26 -0.07 0.06
C 0.16 0.18 -0.48
N -1.13 -0.10 0.40
C 0.47 -0.28 0.28
C 3.05 0.50 -1.09
N -2.70 0.39 1.52
H 0.18 0.03 -0.14
H -0.07 0.12 0.25
H -0.08 -0.23 0.11
H -0.18 0.34 0.01
H -0.25 -0.14 -0.26
H 0.31 -0.10 0.00

=====

Here is a 10-piece molecular cluster, C4H26NO10S overall from OMol25. Energies are from the ωB97M-V functional and the def2-TZVPD basis.

Results
Calculated total energy: -1373.36033 a.u.
M: 280.32 g/mol
Orbital gap: 7.1 eV
ΔE to the lowest compared entry with this formula, charge and spin: 288.08 kJ/mol
Lowest unoccupied orbital energy: 0.0963 hartree
Total charge: -1

Each line ends with the Mulliken charge.
Positions of all 42 atoms, in Å:
1 O -1.710 0.505 -0.025  -0.7834
2 C -1.304 -0.453 0.633  0.8739
3 N -1.253 -1.606 -0.089  0.1197
4 C -0.822 -2.922 0.562  -1.0105
5 C 0.807 -3.299 0.258  -0.5114
6 S 1.829 -1.837 0.577  -0.5464
7 C -0.808 -0.362 1.945  -1.2019
8 H -1.389 -1.581 -1.160  0.2761
9 H -1.033 -2.753 1.705  0.2446
10 H -1.501 -3.642 0.179  0.4816
11 H 1.188 -4.154 0.783  0.4166
12 H 0.802 -3.489 -0.865  0.1996
13 H -0.690 0.769 2.304  0.2988
14 H 0.187 -0.904 2.176  -0.1763
15 H -1.431 -0.836 2.726  0.4893
16 H -1.647 2.419 -0.010  0.4268
17 H -1.488 3.877 -0.462  0.3413
18 O -2.051 3.255 0.066  -0.6833
19 H -4.190 -0.364 0.519  0.2792
20 H -3.447 0.850 0.743  0.3672
21 O -4.021 0.236 1.159  -0.6524
22 H -2.711 -0.465 -3.342  0.2649
23 H -3.076 -0.247 -1.919  0.3012
24 O -2.732 -0.911 -2.590  -0.6402
25 H 2.671 1.723 -0.469  0.4949
26 H 2.521 2.294 -1.886  0.3147
27 O 2.811 2.575 -0.995  -0.7836
28 H 1.522 -0.534 -1.454  0.1993
29 H 1.689 -0.544 -2.994  0.2381
30 O 1.943 -0.098 -2.239  -0.6469
31 H -0.173 1.497 -2.943  0.3190
32 H 1.212 1.669 -2.851  0.2826
33 O 0.516 1.950 -3.445  -0.6524
34 H 2.238 -1.592 3.328  0.3187
35 H 1.052 -0.795 3.736  0.4244
36 O 1.566 -1.524 3.993  -0.6344
37 H 3.851 0.014 0.387  0.3129
38 H 2.723 -0.172 1.357  0.3024
39 O 3.545 0.446 1.110  -0.7297
40 H 1.438 3.410 -0.686  0.4007
41 H 0.815 3.964 0.529  0.2653
42 O 0.550 3.631 -0.348  -0.6009

Forces on the atoms, in the same order (eV/Å):
O -0.17 1.56 -0.03
C -0.10 -0.98 -4.90
N 0.84 -2.55 0.22
C 1.80 2.07 1.27
C -2.90 1.89 -1.38
S 0.38 -0.58 -0.59
C 2.33 1.51 5.65
H 0.10 0.28 2.64
H 0.61 -0.70 -2.23
H -0.45 -1.04 -0.25
H -0.29 -0.50 0.35
H 0.18 -0.05 1.32
H -0.38 -2.37 -1.10
H -1.55 0.92 -1.37
H -0.39 0.25 -0.54
H 1.00 -1.77 -0.15
H -0.56 -1.17 0.87
O -0.86 2.94 -0.56
H -0.89 -3.12 -3.02
H 1.14 1.11 -0.47
O -0.77 1.96 3.82
H 0.23 3.09 -5.46
H 0.91 -1.14 -0.92
O -0.98 -1.91 6.33
H 0.52 1.41 -0.47
H 0.59 0.24 0.60
O -0.11 -1.89 -0.14
H 0.57 -0.12 -0.28
H -0.91 -1.57 -2.34
O 0.61 1.56 2.92
H -0.65 0.23 -0.28
H 0.77 -0.31 -0.13
O -0.53 -0.02 0.14
H 0.52 -0.23 -0.91
H -0.97 1.51 -0.43
O 0.51 -1.36 1.60
H 1.69 -2.23 -3.54
H 2.32 1.80 -0.56
O -3.86 0.85 4.10
H -0.06 -0.23 -0.27
H -0.64 -0.16 -0.33
O 0.41 0.79 0.82

=====

Here is one molecule with the formula C6H7BrO from OMol25. Energies are from the ωB97M-V functional and the def2-TZVPD basis.

Results
Calculated total energy: -2881.99356 a.u.
M: 175.03 g/mol
Orbital gap: 10.1 eV
ΔE to the lowest compared entry with this formula, charge and spin: 231.64 kJ/mol
Lowest unoccupied orbital energy: 0.0152 hartree
Total charge: 0
SMILES: CC1(C)C=C(Br)C1=O

Each line ends with the Mulliken charge.
Positions of all 15 atoms, in Å:
1 C 0.790 -0.605 1.054  -0.8277
2 C 0.025 -1.703 1.082  -0.2125
3 C -0.971 -1.063 0.012  0.0934
4 C 0.036 0.119 -0.060  1.6336
5 C 0.762 0.254 -1.411  -1.3059
6 C -0.674 1.505 0.258  -1.4429
7 O -2.055 -1.407 -0.379  -0.5355
8 Br 0.021 -3.093 2.345  -0.1465
9 H 1.603 -0.213 1.522  0.5470
10 H -0.004 -0.022 -2.255  0.2712
11 H 1.546 -0.431 -1.348  0.4606
12 H 1.099 1.366 -1.672  0.2975
13 H -0.772 1.492 1.296  0.4674
14 H -1.508 1.595 -0.415  0.3355
15 H 0.103 2.205 -0.030  0.3647

Forces on the atoms, in the same order (eV/Å):
C -2.42 -0.35 -2.07
C -0.63 1.11 -0.11
C -0.07 -2.08 1.23
C -1.23 1.33 -0.96
C -2.46 2.11 -1.54
C 2.52 -1.99 -1.43
O 1.48 1.02 0.10
Br -0.08 -0.03 -0.39
H 2.21 0.56 1.62
H 1.61 0.35 1.40
H 1.56 -0.93 -0.75
H -0.44 -2.49 0.79
H -1.18 0.60 1.59
H -0.65 0.22 0.32
H -0.24 0.59 0.21

=====

Here is C6H11NO as an isolated structure from OMol25. Energies are from the ωB97M-V functional and the def2-TZVPD basis.

Results
Calculated total energy: -364.93585 a.u.
M: 113.16 g/mol
Orbital gap: 5.7 eV
ΔE to the lowest compared entry with this formula, charge and spin: 776.14 kJ/mol
Lowest unoccupied orbital energy: -0.0744 hartree
Total charge: 0

Each line ends with the Mulliken charge.
Positions of all 19 atoms, in Å:
1 C -1.950 1.347 0.182  -0.7489
2 C -0.796 0.982 1.170  -0.7406
3 C -0.636 -0.467 1.416  -0.3838
4 C 0.140 -1.253 0.643  -0.2352
5 C 0.967 -0.814 -0.405  -0.0103
6 C 1.814 -1.805 -1.110  -0.4109
7 O 2.769 -1.335 -1.858  -0.7014
8 N -1.938 2.933 0.186  -0.5920
9 H -2.916 1.017 0.573  0.4381
10 H -1.845 0.564 -0.588  0.3591
11 H -1.121 1.452 2.094  0.3606
12 H 0.142 1.380 0.783  0.4385
13 H -1.024 -0.975 2.287  0.3883
14 H 0.135 -2.332 0.779  0.3536
15 H 1.239 0.199 -0.686  0.3640
16 H 1.179 -2.463 -1.752  0.2804
17 H 2.168 -2.355 -0.193  0.2611
18 H -2.851 3.114 -0.255  0.2693
19 H -1.313 2.362 -0.474  0.3103

Forces on the atoms, in the same order (eV/Å):
C -1.50 -2.75 4.24
C -1.22 0.03 0.69
C 0.72 -0.40 -0.20
C -0.35 -0.04 -0.30
C 0.59 -1.38 -0.53
C 0.32 1.95 -1.13
O 0.49 -0.21 0.11
N 0.37 -3.38 -1.49
H 0.04 0.02 0.51
H 0.27 1.38 -1.48
H 0.61 0.35 0.14
H -0.08 0.33 0.16
H -0.74 0.32 0.04
H 0.08 0.08 0.29
H -0.38 0.23 0.31
H -0.53 -0.54 0.76
H -0.04 -0.44 0.05
H 0.79 0.23 -0.42
H 0.58 4.22 -1.73

=====

Here is an isolated ion of composition C10H10N3O4S and charge -1 from OMol25. Energies are from the ωB97M-V functional and the def2-TZVPD basis.

Results
Calculated total energy: -1250.18579 a.u.
M: 268.27 g/mol
Orbital gap: 3.1 eV
ΔE to the lowest compared entry with this formula, charge and spin: 500.84 kJ/mol
Lowest unoccupied orbital energy: 0.0451 hartree
Total charge: -1

Each line ends with the Mulliken charge.
Positions of all 28 atoms, in Å:
1 C -0.317 -1.047 -3.279  -1.2078
2 C 0.534 0.201 -3.042  0.4598
3 C -0.136 1.515 -2.676  -1.3734
4 N 1.431 0.410 -4.293  0.7752
5 O 1.567 1.536 -4.802  -0.7397
6 O 2.148 -0.571 -4.597  -0.6898
7 H -1.337 -0.737 -3.549  0.2317
8 H 0.094 -1.627 -4.129  0.3910
9 H -0.342 -1.699 -2.398  0.3032
10 H -1.012 1.368 -1.995  0.3437
11 H 0.610 2.177 -2.167  0.2671
12 H -0.515 2.031 -3.590  0.4062
13 O 0.580 -0.589 6.055  -0.6089
14 N -0.455 -0.296 5.404  0.9194
15 O -1.528 -0.011 5.972  -0.6189
16 C -0.415 -0.278 3.989  -0.1408
17 C -1.576 0.079 3.280  -0.2064
18 C -1.552 0.158 1.885  -0.5205
19 C -0.364 -0.130 1.191  0.3865
20 N -0.259 -0.045 -0.218  -0.4912
21 C 0.705 -0.185 -0.967  0.7049
22 S 2.121 -0.406 -1.684  -0.2782
23 C 0.795 -0.496 1.905  -0.1535
24 C 0.774 -0.571 3.293  -0.6517
25 H -2.454 0.290 3.884  0.4571
26 H -2.462 0.459 1.337  0.3886
27 H 1.713 -0.698 1.330  0.2007
28 H 1.653 -0.841 3.861  0.4456

Forces on the atoms, in the same order (eV/Å):
C 0.52 0.49 -0.43
C 1.29 0.96 -8.15
C -0.29 0.26 0.26
N -3.23 -0.85 1.71
O 0.66 0.47 0.24
O 0.31 0.13 -0.03
H -0.02 -0.19 0.27
H -0.05 0.38 0.58
H -0.20 0.00 0.00
H 0.79 0.06 -0.56
H -0.67 -0.28 -0.38
H 0.53 -0.40 0.51
O -1.71 0.48 -1.42
N 0.24 -0.17 3.00
O 1.40 -0.38 -0.79
C 0.06 0.10 -2.02
C 0.47 -0.11 0.00
C -0.25 0.04 0.05
C 1.03 -0.09 -0.21
N -0.93 0.02 0.60
C 2.21 -1.28 4.82
S -1.91 0.35 1.35
C -0.15 -0.02 0.49
C -0.37 0.13 -0.04
H 0.03 0.04 -0.40
H 0.66 -0.24 0.26
H -0.47 0.07 0.31
H 0.04 0.01 -0.04

=====

Here is an isolated ion of composition C8H18NS and charge +1 from OMol25. Energies are from the ωB97M-V functional and the def2-TZVPD basis.

Results
Calculated total energy: -768.05205 a.u.
Multiplicity: 3
M: 160.31 g/mol
Orbital gap (spin up / spin down): 6.3 / 7.5 eV
ΔE to the lowest compared entry with this formula, charge and spin: 177.61 kJ/mol
Lowest unoccupied orbital energy (spin up / spin down): -0.1133 / -0.2381 hartree
Total charge: +1

Each line ends with the Löwdin spin population.
Positions of all 28 atoms, in Å:
1 C 4.670 1.197 0.156  0.8255
2 C 3.385 1.194 0.269  0.8167
3 C -2.948 0.331 1.432  0.0000
4 C -2.797 -0.890 0.597  0.0001
5 C -1.332 -1.282 0.189  0.0007
6 C -1.014 -0.566 -1.182  0.0006
7 C 0.430 -0.692 -1.590  0.0017
8 C 2.601 -0.037 -0.363  0.0732
9 N 1.241 0.317 -0.761  0.0140
10 S 2.489 -1.344 0.875  0.1128
11 H 5.249 1.993 0.501  0.0482
12 H 5.076 0.307 -0.305  0.0439
13 H 2.759 1.905 0.884  0.0346
14 H -3.817 0.372 2.037  0.0000
15 H -2.703 1.331 0.907  0.0000
16 H -2.132 0.233 2.244  0.0000
17 H -3.190 -1.782 1.223  0.0000
18 H -3.252 -0.884 -0.465  0.0000
19 H -0.623 -1.209 0.920  0.0011
20 H -1.441 -2.393 -0.173  0.0000
21 H -1.242 0.468 -1.043  0.0001
22 H -1.680 -0.953 -2.098  0.0002
23 H 0.924 -1.670 -1.442  0.0010
24 H 0.555 -0.324 -2.598  0.0002
25 H 3.144 -0.469 -1.098  0.0057
26 H 0.750 0.534 0.115  0.0005
27 H 1.231 1.152 -1.424  0.0065
28 H 2.807 -2.328 0.032  0.0128

Forces on the atoms, in the same order (eV/Å):
C 10.56 -1.38 -1.25
C -14.61 -0.85 0.26
C 3.26 1.79 0.73
C 0.10 -2.61 -1.16
C -3.65 -2.10 -4.43
C -0.81 -1.79 -0.43
C 0.65 0.07 0.45
C 0.36 3.15 3.55
N -0.88 1.33 -1.68
S 0.25 -0.16 0.68
H 1.11 0.92 0.04
H 0.88 0.18 0.38
H 0.85 -1.11 -0.46
H -1.20 0.27 -0.05
H -0.75 -1.51 0.73
H -0.97 0.30 -1.05
H 0.30 1.36 -1.29
H -0.31 0.11 2.07
H 1.98 0.35 1.93
H 0.60 1.73 1.17
H -0.25 1.03 -0.31
H 1.32 0.70 2.31
H -0.64 0.37 -0.16
H 0.22 -0.34 -0.42
H 1.53 -0.88 -2.89
H -0.20 0.17 -0.42
H 0.27 -0.74 1.69
H 0.01 -0.34 0.00